1.
{
  "formula": "C3H11BN2O",
  "method": "wB97M-V/def2-TZVPD",
  "symbols": ["B", "C", "C", "C", "N", "N", "O", "H", "H", "H", "H", "H", "H", "H", "H", "H", "H", "H"],
  "xyz": [[0.7516, 0.5750, -0.4849], [-0.8529, 2.0483, -1.5029], [1.6659, -1.2659, 1.0313], [-1.8624, -1.3598, 0.9626], [0.4699, 1.3824, -1.5932], [1.7600, -0.0129, 0.2809], [-1.5693, -0.1621, 0.4752], [-1.3851, 1.3655, -0.8045], [-0.7087, 3.1275, -1.1656], [-1.3412, 2.0000, -2.5114], [2.5961, -1.8605, 0.9447], [1.5940, -1.1389, 2.0450], [1.0048, -1.9163, 0.5036], [-2.4614, -1.1375, 1.9339], [-0.9056, -2.0100, 1.3140], [-2.5874, -2.0297, 0.4551], [1.1399, 1.8305, -2.2012], [2.6917, 0.5646, 0.3173]],
  "de_lowest_kj_mol": 494.98,
  "e_tot_ha": -330.40252,
  "homo_energy_ev": -7.292,
  "molar_mass_g_mol": 101.95,
  "multiplicity": 1,
  "largest_force_ev_per_a": 3.94
}


2.
{
  "formula": "C3H11ClN2Si",
  "method": "wB97M-V/def2-TZVPD",
  "symbols": ["C", "C", "C", "N", "N", "Si", "Cl", "H", "H", "H", "H", "H", "H", "H", "H", "H", "H", "H"],
  "xyz": [[0.6957, -1.3900, -1.6634], [1.1545, -1.5650, 0.7432], [1.1685, 1.1576, 0.7659], [0.8169, -0.7862, -0.5204], [0.5764, 0.4802, -0.3731], [-2.6589, 1.4717, -0.2075], [-2.3038, -0.2875, 0.8193], [0.9683, -2.4439, -1.9550], [0.5680, -0.6400, -2.4307], [-1.4778, 1.7945, -0.7634], [0.6120, -2.4808, 0.6750], [2.1156, -1.9590, 0.6171], [0.9446, -0.9368, 1.5235], [2.1956, 0.8092, 0.9906], [1.1523, 2.1943, 0.4101], [0.6208, 1.0009, 1.6635], [-3.8019, 1.1266, -1.0781], [-3.3471, 2.4543, 0.7833]],
  "de_lowest_kj_mol": 565.24,
  "e_tot_ha": -979.97795,
  "homo_energy_ev": -7.288,
  "molar_mass_g_mol": 138.67,
  "multiplicity": 1,
  "largest_force_ev_per_a": 4.49
}


3.
{
  "formula": "C3H11F3N4P2",
  "method": "wB97M-V/def2-TZVPD",
  "symbols": ["C", "C", "C", "N", "N", "N", "N", "F", "F", "F", "P", "P", "H", "H", "H", "H", "H", "H", "H", "H", "H", "H", "H"],
  "xyz": [[1.7113, 1.1211, 0.4753], [0.3190, -2.8596, 1.0310], [0.9372, 1.7202, 1.6158], [-0.0773, -1.5645, 0.3689], [-0.9509, -0.1237, -1.8280], [-1.2155, 2.4244, -1.7265], [-0.3006, 1.6691, 1.5171], [-1.3875, -2.8585, -1.6178], [0.7866, -1.9732, -1.8653], [-3.2099, 1.0321, -1.8350], [-0.5806, -1.4676, -1.1937], [-1.8376, 1.0636, -0.9698], [2.4297, 1.6934, 0.0746], [2.1363, 0.1783, 0.7442], [1.0543, 1.0118, -0.3029], [0.5339, -3.5971, 0.2312], [-0.4104, -3.3077, 1.6848], [1.1946, -2.6893, 1.6615], [-0.3210, -0.6930, 0.7158], [1.3762, 2.0509, 2.5602], [-0.6648, 2.1568, -2.5103], [-0.7757, 3.1276, -1.2633], [-0.7472, 1.8849, 2.4323]],
  "de_lowest_kj_mol": 0.00,
  "e_tot_ha": -1322.34030,
  "homo_energy_ev": -8.448,
  "molar_mass_g_mol": 222.09,
  "multiplicity": 1,
  "largest_force_ev_per_a": 3.98
}


4.
{
  "formula": "C3H11FNSi",
  "method": "wB97M-V/def2-TZVPD",
  "symbols": ["C", "N", "C", "C", "Si", "F", "H", "H", "H", "H", "H", "H", "H", "H", "H", "H", "H"],
  "xyz": [[0.8216, -1.1922, 0.8856], [0.9432, 0.1522, 0.2361], [1.2745, -0.0149, -1.2457], [-0.3315, 0.9701, 0.5524], [-2.2663, 0.4416, -0.0559], [-2.0804, 0.6634, -1.6372], [-0.0253, -1.7096, 0.6068], [1.7435, -1.8263, 0.7329], [0.7731, -0.8103, 1.8998], [1.7194, 0.6686, 0.7607], [0.3881, -0.6778, -1.6401], [1.3263, 0.8204, -1.8612], [2.2544, -0.5608, -1.3237], [-0.2404, 2.0728, 0.2648], [-0.3892, 0.9419, 1.6236], [-3.3630, 1.0292, 0.7151], [-2.5479, -0.9682, -0.5141]],
  "de_lowest_kj_mol": 0.00,
  "charge": 1,
  "e_tot_ha": -564.74354,
  "homo_energy_ev": -15.137,
  "molar_mass_g_mol": 108.21,
  "multiplicity": 1,
  "largest_force_ev_per_a": 3.94
}


5.
{
  "formula": "C3H11IN3",
  "method": "wB97M-V/def2-TZVPD",
  "symbols": ["C", "C", "C", "N", "N", "N", "I", "H", "H", "H", "H", "H", "H", "H", "H", "H", "H", "H"],
  "xyz": [[-1.7700, 1.6743, -0.3930], [-1.6108, -0.5160, 0.5976], [3.8578, -0.3166, 0.5241], [-2.4266, 0.4358, 0.0526], [-0.9214, -1.2284, -0.5370], [0.1943, -1.7196, -0.4885], [2.0130, 0.3488, -0.3845], [-1.3858, 2.1220, 0.5923], [-0.9422, 1.4647, -1.1771], [-2.3775, 2.3991, -0.8264], [-2.0551, -1.3088, 1.1964], [-0.7572, -0.0367, 1.1364], [3.5815, -1.1979, 1.0040], [4.4679, -0.3236, -0.4013], [4.1625, 0.4793, 1.3577], [-1.3233, -0.7877, -1.3747], [-3.3120, 0.5050, 0.5684], [0.6049, -1.9938, -1.4471]],
  "de_lowest_kj_mol": 422.50,
  "charge": 1,
  "e_tot_ha": -582.49464,
  "homo_energy_ev": [-13.287, -13.287],
  "molar_mass_g_mol": 216.05,
  "multiplicity": 1,
  "largest_force_ev_per_a": 3.60
}


6.
{
  "formula": "C3H11N2",
  "method": "wB97M-V/def2-TZVPD",
  "symbols": ["C", "N", "H", "H", "H", "H", "H", "H", "C", "C", "N", "H", "H", "H", "H", "H"],
  "xyz": [[-0.0363, 2.1448, 0.3819], [-0.6113, 1.3618, -0.8455], [-0.8081, 2.7923, 0.8441], [0.6547, 2.8467, 0.0346], [0.4615, 1.5062, 1.0640], [-0.7357, 0.2989, -0.8542], [-1.4868, 1.7134, -1.2184], [-0.1565, 1.5479, -1.8709], [0.9746, -1.8186, 1.3166], [-0.0575, -1.7516, 0.5069], [-0.1437, -1.3134, -0.9203], [1.9615, -1.8669, 0.7503], [0.9184, -1.9407, 2.4459], [-1.0132, -2.0941, 0.7651], [0.8883, -1.4605, -1.1771], [-0.8100, -1.9662, -1.2229]],
  "de_lowest_kj_mol": 331.98,
  "e_tot_ha": -230.20657,
  "homo_energy_ev": [-3.243, -9.671],
  "molar_mass_g_mol": 75.13,
  "multiplicity": 2,
  "largest_force_ev_per_a": 5.47
}


7.
{
  "formula": "C3H11N2",
  "method": "wB97M-V/def2-TZVPD",
  "symbols": ["C", "N", "H", "H", "H", "H", "H", "H", "C", "C", "N", "H", "H", "H", "H", "H"],
  "xyz": [[-1.2260, 0.8124, 1.6063], [-1.6096, -0.0006, 0.2582], [-1.7697, 0.5048, 2.4872], [-1.2208, 1.8341, 1.4170], [-0.1672, 0.6092, 1.6722], [-0.8289, 0.0150, -0.4342], [-1.8591, -0.9581, 0.5994], [-2.1444, 0.6369, -0.3647], [1.8994, 0.4273, -0.1382], [1.5559, -0.7322, -0.6391], [0.3871, -0.9131, -1.4925], [1.2237, 1.2095, 0.1497], [3.0023, 0.5032, -0.0352], [2.0906, -1.6617, -0.6400], [0.3930, -0.4572, -2.4306], [0.2738, -1.8296, -2.0154]],
  "de_lowest_kj_mol": 374.53,
  "e_tot_ha": -230.19037,
  "homo_energy_ev": [-3.193, -9.192],
  "molar_mass_g_mol": 75.13,
  "multiplicity": 2,
  "largest_force_ev_per_a": 3.93
}


8.
{
  "formula": "C3H11N2",
  "method": "wB97M-V/def2-TZVPD",
  "symbols": ["N", "C", "C", "C", "N", "H", "H", "H", "H", "H", "H", "H", "H", "H", "H", "H"],
  "xyz": [[0.3446, -0.1902, 1.7023], [1.2385, -0.2712, 0.5351], [0.7525, 0.6438, -0.5834], [-0.5099, 0.2000, -1.3141], [-1.6082, -0.3337, -0.4314], [0.3977, 0.7769, 2.0377], [0.6838, -0.7822, 2.4564], [2.2903, -0.0439, 0.8300], [1.3999, -1.2936, 0.1742], [0.6916, 1.6846, -0.2338], [1.5000, 0.6582, -1.3567], [-0.9541, 1.0192, -1.8907], [-0.2826, -0.5931, -1.9513], [-2.3932, 0.2688, -0.4300], [-1.1864, -0.4287, 0.5516], [-1.8915, -1.2244, -0.8326]],
  "de_lowest_kj_mol": 31.35,
  "charge": 1,
  "e_tot_ha": -230.17044,
  "homo_energy_ev": -14.255,
  "molar_mass_g_mol": 75.13,
  "multiplicity": 1,
  "largest_force_ev_per_a": 1.84
}


9.
{
  "formula": "C3H11N2",
  "method": "wB97M-V/def2-TZVPD",
  "symbols": ["C", "N", "H", "H", "H", "H", "H", "H", "C", "C", "N", "H", "H", "H", "H", "H"],
  "xyz": [[1.7141, 0.4971, -1.2660], [0.9586, 1.3269, -0.2894], [2.6893, 0.8800, -1.5376], [1.0991, 0.3899, -2.1541], [1.7991, -0.5254, -0.8990], [0.6220, 2.1763, -0.7294], [0.1306, 0.4110, 0.1829], [1.6045, 1.6214, 0.4415], [-0.7489, -1.4184, 1.4051], [-1.9919, -0.0288, -0.0350], [-0.8564, -0.3635, 0.4047], [-0.4859, -0.9890, 2.3719], [-1.6895, -1.9540, 1.5182], [0.0218, -2.1400, 1.1552], [-2.0731, 0.8691, -0.6325], [-2.7933, -0.7526, 0.0636]],
  "de_lowest_kj_mol": 113.48,
  "charge": 1,
  "e_tot_ha": -230.13916,
  "homo_energy_ev": -15.221,
  "molar_mass_g_mol": 75.13,
  "multiplicity": 1,
  "largest_force_ev_per_a": 1.34
}


10.
{
  "formula": "C3H11N2",
  "method": "wB97M-V/def2-TZVPD",
  "symbols": ["C", "C", "H", "H", "H", "H", "H", "H", "N", "C", "N", "H", "H", "H", "H", "H"],
  "xyz": [[-0.4042, -0.2508, 1.7945], [-1.6416, -1.1583, 2.0458], [0.3747, -0.8296, 1.2975], [-0.7838, 0.7059, 1.4253], [0.0180, 0.1101, 2.7357], [-2.3905, -0.6985, 2.6777], [-1.3055, -2.1082, 2.4553], [-2.0125, -1.3710, 1.0392], [-0.3378, 0.8877, -1.1691], [0.9110, 0.8879, -1.5898], [1.6901, -0.1704, -1.4738], [-0.7105, 0.0397, -0.7693], [-0.9603, 1.4603, -1.7416], [1.3589, 1.8366, -1.8685], [2.6785, -0.1337, -1.6317], [1.4199, -0.8132, -0.7389]],
  "de_lowest_kj_mol": 85.50,
  "charge": 1,
  "e_tot_ha": -230.14981,
  "homo_energy_ev": -15.140,
  "molar_mass_g_mol": 75.13,
  "multiplicity": 1,
  "largest_force_ev_per_a": 2.30
}


11.
{
  "formula": "C3H11N2",
  "method": "wB97M-V/def2-TZVPD",
  "symbols": ["C", "C", "N", "C", "N", "H", "H", "H", "H", "H", "H", "H", "H", "H", "H", "H"],
  "xyz": [[1.4020, 0.2242, 0.6880], [0.1141, 0.3849, -0.0794], [0.5338, 0.2379, -1.7020], [-0.8707, -0.7411, 0.3657], [-2.0111, -0.0242, 0.8633], [1.8624, -0.7655, 0.6354], [1.2521, 0.4861, 1.7399], [2.1451, 1.0017, 0.4076], [-0.2642, 1.3998, -0.0407], [0.2504, -0.5909, -2.2213], [1.5555, 0.1018, -1.7202], [0.3317, 1.0875, -2.2413], [-1.1266, -1.4928, -0.4084], [-0.2527, -1.2677, 1.1239], [-2.9439, -0.4079, 0.7927], [-1.9779, 0.3663, 1.7969]],
  "de_lowest_kj_mol": 118.74,
  "charge": 1,
  "e_tot_ha": -230.13715,
  "homo_energy_ev": -13.262,
  "molar_mass_g_mol": 75.13,
  "multiplicity": 1,
  "largest_force_ev_per_a": 2.50
}


12.
{
  "formula": "C3H11N2",
  "method": "wB97M-V/def2-TZVPD",
  "symbols": ["C", "N", "C", "N", "C", "H", "H", "H", "H", "H", "H", "H", "H", "H", "H", "H"],
  "xyz": [[4.4613, 3.4321, -4.5752], [3.2860, 4.0922, -5.0983], [5.4238, 3.3087, -5.7508], [4.8954, 2.4492, -6.6967], [5.6131, 2.2850, -7.9137], [4.8344, 4.0287, -3.7552], [4.2407, 2.4205, -4.2032], [2.9953, 3.7125, -5.9962], [2.5092, 4.1598, -4.4567], [5.6624, 4.3130, -6.1723], [6.3916, 2.8985, -5.4069], [-33.5685, -22.1398, 42.3750], [-34.1514, -21.7121, 42.2027], [6.6346, 1.9667, -7.6405], [5.1279, 1.5105, -8.4994], [5.6442, 3.2745, -8.4127]],
  "de_lowest_kj_mol": 568.70,
  "charge": 1,
  "e_tot_ha": -229.96577,
  "homo_energy_ev": -13.985,
  "molar_mass_g_mol": 75.13,
  "multiplicity": 1,
  "largest_force_ev_per_a": 1.34
}


> Number 9 is which compound?

C3H11N2